<one>
ORCA calculation (wB97M-V/def2-TZVPD) on 7 unconnected molecules or ions with the total composition C4H24N2O8.

XYZ file:
```
38
C4H24N2O8, DFT wB97M-V/def2-TZVPD
O -2.66 1.23 0.59
C -1.52 0.93 1.36
N -0.38 0.69 0.49
C 0.92 0.78 1.14
C 2.07 0.46 0.24
N 2.41 -0.96 0.06
C 1.28 -1.86 -0.02
O 0.44 -1.64 -1.14
H -2.67 2.18 0.46
H -1.28 1.78 2.00
H -1.79 0.05 1.94
H -0.38 1.27 -0.33
H 1.03 1.73 1.67
H 0.93 0.06 1.95
H 1.93 1.03 -0.69
H 2.96 0.91 0.69
H 3.03 -1.04 -0.74
H 0.78 -1.75 0.94
H 1.62 -2.84 -0.24
H -0.12 -0.86 -0.97
O -2.00 4.13 0.17
H -2.81 3.83 -0.28
H -1.77 4.93 -0.33
O 3.57 -0.92 2.82
H 4.49 -0.84 2.56
H 3.14 -1.18 1.99
O -3.65 -1.08 -2.67
H -3.10 -1.21 -3.45
H -3.20 -1.65 -2.04
O 1.76 1.67 -2.91
H 2.40 2.13 -2.37
H 1.17 2.27 -3.37
O -1.25 -2.27 -3.21
H -0.63 -2.96 -3.43
H -1.03 -1.62 -2.54
O -0.47 -1.64 3.79
H -0.37 -1.45 2.85
H 0.09 -1.00 4.25
```

Frontier orbital gap, eV: 9.417
Net charge: 0
HOMO energy, Ha: -0.34669
SMILES: OCNCCNCO.O.O.O.O.O.O

=====

<two>
ORCA calculation (wB97M-V/def2-TZVPD) on 8 unconnected molecules or ions with the total composition C4H24N2O8.

XYZ file:
```
38
C4H24N2O8, DFT wB97M-V/def2-TZVPD
C 0.62 -0.60 -3.38
C -0.32 -0.10 -2.35
C -0.57 -1.20 -1.33
N 0.63 -1.78 -0.56
C -1.68 -0.75 -0.34
N -2.94 -0.77 -0.92
O -1.43 -0.78 0.88
H 0.62 -1.73 -3.59
H 1.52 -0.16 -3.04
H 0.26 -0.26 -4.32
H 0.24 0.80 -1.73
H -1.21 0.48 -2.63
H -1.10 -1.96 -2.01
H 0.23 -2.06 0.37
H 1.41 -1.15 -0.59
H -2.98 -0.90 -1.87
H -3.70 -1.06 -0.19
O -0.80 4.40 0.01
H -0.36 4.01 0.75
H -1.30 5.18 0.17
O 1.47 0.61 0.43
H 1.23 1.44 0.26
H 1.75 0.69 1.34
O 3.04 1.19 3.52
H 2.16 1.46 3.49
H 3.65 1.87 3.30
O -0.05 1.45 2.59
H -0.70 0.88 3.02
H -0.46 1.59 1.75
O -0.57 -2.16 2.95
H -0.54 -1.46 2.24
H -1.16 -2.74 2.59
O 3.14 -3.97 0.04
H 2.75 -3.10 -0.26
H 2.86 -3.95 0.94
O -1.84 1.90 -0.19
H -1.55 2.80 -0.27
H -2.34 1.93 -1.05
```

Frontier orbital gap, eV: 9.052
Net charge: 0
HOMO energy, Ha: -0.33311
SMILES: CC[C@@H](N)C(N)=O.O.O.O.O.O.O.O

=====

Of them, <two> has the lowest stability.

=====

<one>
ORCA calculation (wB97M-V/def2-TZVPD) on 2 unconnected molecules or ions with the total composition CH2N2OS2.

XYZ file:
```
8
CH2N2OS2, DFT wB97M-V/def2-TZVPD
C 1.03 0.41 0.43
N -2.21 -0.24 0.16
N -1.73 -0.60 1.10
O -2.57 0.14 -0.87
S 1.72 -1.11 0.35
S 0.87 1.51 -0.82
H 1.95 -1.10 1.77
H 0.93 0.99 -2.11
```

Frontier orbital gap, eV: 8.625
Net charge: 0
HOMO energy, Ha: -0.32165

=====

<two>
ORCA calculation (wB97M-V/def2-TZVPD) on CH2N2OS2 in the gas phase.

XYZ file:
```
8
CH2N2OS2, DFT wB97M-V/def2-TZVPD
O -3.03 0.68 0.07
N -1.96 0.12 0.02
N -0.92 0.89 0.03
C 0.43 0.07 0.08
S 1.83 0.80 0.01
S 0.02 -1.59 0.09
H -0.73 1.83 -0.34
H 1.26 -1.75 0.42
```

Frontier orbital gap, eV: 8.957
Net charge: 0
HOMO energy, Ha: -0.35636
SMILES: O=NNC(=S)S

=====

Of them, <one> has the lowest stability.

=====

<one>
ORCA calculation (wB97M-V/def2-TZVPD) on C4H5NO2S in the gas phase.

XYZ file:
```
13
C4H5NO2S, DFT wB97M-V/def2-TZVPD
C 1.70 0.40 -0.60
C 0.59 -0.67 -0.51
O 0.66 -1.82 -0.85
N -0.54 -0.20 0.19
C -1.25 -1.21 1.04
O -2.49 -1.07 1.30
C -1.16 1.00 0.09
S -0.59 2.31 -0.66
H 1.28 1.36 0.11
H 2.77 0.05 -0.46
H 1.56 0.85 -1.67
H -0.50 -2.09 1.29
H -2.02 1.11 0.73
```

Frontier orbital gap, eV: 8.423
Net charge: 0
HOMO energy, Ha: -0.33293
SMILES: CC(=O)N(C=O)C=S

=====

<two>
ORCA calculation (wB97M-V/def2-TZVPD) on C4H5NO2S in the gas phase.

XYZ file:
```
13
C4H5NO2S, DFT wB97M-V/def2-TZVPD
C 1.96 1.53 0.59
N 0.90 1.02 0.13
O 0.51 -0.09 0.88
C -0.57 -0.74 0.25
C -0.14 -1.37 -1.09
O 1.00 -1.43 -1.44
C -1.78 0.14 0.07
S -3.22 -0.40 -0.41
H 2.47 1.12 1.46
H 2.32 2.39 0.08
H -0.84 -1.58 0.91
H -1.00 -1.80 -1.69
H -1.60 1.21 0.25
```

Frontier orbital gap, eV: 8.438
Net charge: 0
HOMO energy, Ha: -0.33221
SMILES: C=NO[C@H](C=O)C=S

=====

<three>
ORCA calculation (wB97M-V/def2-TZVPD) on C4H5NO2S in the gas phase.

XYZ file:
```
13
C4H5NO2S, DFT wB97M-V/def2-TZVPD
C -1.68 1.53 0.01
N -0.63 0.51 -0.01
C -0.95 -0.81 0.01
O -2.07 -1.35 -0.01
C 0.32 -1.68 0.01
S 1.72 -0.56 -0.01
C 0.68 0.88 -0.01
O 1.06 1.98 0.00
H -1.58 2.20 -0.85
H -1.57 2.08 0.94
H -2.68 1.09 -0.09
H 0.32 -2.33 -0.88
H 0.33 -2.29 0.92
```

Frontier orbital gap, eV: 10.487
Net charge: 0
HOMO energy, Ha: -0.36414
SMILES: CN1C(=O)CSC1=O

=====

<four>
ORCA calculation (wB97M-V/def2-TZVPD) on C4H5NO2S in the gas phase.

XYZ file:
```
13
C4H5NO2S, DFT wB97M-V/def2-TZVPD
C -1.41 -0.42 1.74
C -0.54 -0.38 0.72
O 0.32 -1.47 0.54
C 1.65 -1.10 0.48
O 2.08 -0.02 0.70
C -0.56 0.66 -0.35
N -0.78 1.92 0.11
S -0.38 0.27 -1.95
H -1.32 -1.29 2.40
H -2.10 0.40 1.83
H 2.19 -2.05 0.30
H -0.84 2.62 -0.63
H -0.46 2.05 1.06
```

Frontier orbital gap, eV: 8.610
Net charge: 0
HOMO energy, Ha: -0.31835
SMILES: C=C(OC=O)C(N)=S

=====

Of them, <two> has the lowest stability.

=====

<one>
ORCA calculation (wB97M-V/def2-TZVPD) on C4H5NO2S in the gas phase.

XYZ file:
```
13
C4H5NO2S, DFT wB97M-V/def2-TZVPD
C 0.02 2.32 -0.27
C -0.30 0.81 -0.21
N -0.15 0.11 -1.31
O -0.37 -1.26 -1.10
C 0.47 -1.86 -0.16
C -0.16 -1.46 1.05
O -0.50 -2.04 2.14
S -1.08 -0.03 1.15
H -0.99 2.87 -0.01
H 0.84 2.48 0.37
H 0.21 2.74 -1.33
H 0.33 -2.95 -0.27
H 1.67 -1.74 -0.05
```

Frontier orbital gap, eV: 10.004
Net charge: 0
HOMO energy, Ha: -0.35165
SMILES: CC1=NOCC(=O)S1

=====

<two>
ORCA calculation (wB97M-V/def2-TZVPD) on a molecular structure, C4H5NO2S.

XYZ file:
```
13
C4H5NO2S, DFT wB97M-V/def2-TZVPD
C 2.11 -0.82 0.00
C 0.36 1.48 0.31
C -0.80 0.70 -0.23
C -1.30 -0.57 0.56
H 2.46 -1.72 -1.07
H -1.56 1.28 -0.57
H -0.75 -0.84 1.37
H -2.43 -0.81 0.61
H -1.35 -0.55 -1.79
N -0.74 -0.62 -0.76
O 1.76 -1.03 1.29
O 0.32 2.58 0.83
S 1.91 0.93 -0.55
```

Frontier orbital gap, eV: 9.509
Net charge: 0
HOMO energy, Ha: -0.35855

=====

Of them, <two> has the lowest stability.

=====

<one>
ORCA calculation (wB97M-V/def2-TZVPD) on a molecular structure, C27H43BrN2P2Sn.

XYZ file:
```
76
C27H43BrN2P2Sn, DFT wB97M-V/def2-TZVPD
N 4.15 8.09 1.11
C 4.83 6.99 1.45
C 4.29 5.69 1.38
C 2.99 5.50 0.81
C 2.27 6.68 0.47
C 2.92 7.93 0.60
C 2.45 4.17 0.54
Sn -0.60 1.28 -0.94
P -1.56 -0.83 -3.87
C 1.45 3.83 -0.35
C 1.67 2.62 -1.07
C 1.05 2.37 -2.39
C 1.65 1.38 -3.24
C 2.72 0.53 -2.73
C 3.43 1.04 -1.62
C 2.58 1.61 -0.67
Br 3.08 -1.28 -3.16
H 3.09 3.35 0.92
H 0.64 4.52 -0.63
H 4.83 4.81 1.79
H 1.22 6.64 0.11
H 5.85 7.06 1.83
H 2.41 8.85 0.32
H 0.19 2.97 -2.77
H 2.64 1.28 0.36
H 1.34 1.38 -4.30
H 4.50 0.98 -1.46
P -2.45 1.53 0.76
C 0.18 -1.10 -4.32
C 0.50 -1.50 -5.76
H 0.71 -1.75 -3.61
H 0.68 -0.15 -4.16
H 1.60 -1.60 -5.84
H -0.06 -2.42 -5.99
H 0.16 -0.72 -6.46
C -2.44 0.75 -3.90
C -3.72 0.61 -4.75
H -1.83 1.54 -4.35
H -2.68 1.08 -2.88
H -4.20 1.58 -4.89
H -3.51 0.20 -5.74
H -4.40 -0.09 -4.27
C -1.74 -1.85 -2.40
C -1.96 -3.29 -2.92
H -2.62 -1.54 -1.85
H -0.93 -1.71 -1.69
H -2.68 -3.84 -2.31
H -2.39 -3.19 -3.93
H -1.02 -3.87 -2.96
C -3.17 0.28 1.80
C -4.14 0.83 2.82
H -2.33 -0.22 2.29
H -3.70 -0.44 1.16
H -3.68 1.55 3.50
H -4.95 1.35 2.29
H -4.57 -0.01 3.38
C -3.79 2.12 -0.33
C -3.51 3.34 -1.19
H -4.60 2.29 0.38
H -4.06 1.22 -0.92
H -3.26 4.20 -0.55
H -2.69 3.21 -1.90
H -4.43 3.56 -1.74
C -1.84 2.87 1.84
C -1.06 2.41 3.07
H -2.75 3.40 2.14
H -1.22 3.57 1.26
H -0.59 3.27 3.54
H -1.70 1.95 3.83
H -0.32 1.62 2.88
C 1.24 -2.33 2.01
C 0.15 -1.66 1.30
N -0.71 -1.10 0.73
H 1.80 -1.60 2.60
H 1.93 -2.81 1.31
H 0.87 -3.09 2.69
```

Frontier orbital gap (alpha / beta), eV: 4.303 / 4.305
Net charge: +2
HOMO energy (alpha / beta), Ha: -0.43659 / -0.43667

=====

<two>
ORCA calculation (wB97M-V/def2-TZVPD) on a molecular structure, C27H43BrN2P2Sn.

XYZ file:
```
76
C27H43BrN2P2Sn, DFT wB97M-V/def2-TZVPD
N -5.70 3.89 -3.65
C -5.61 4.35 -2.40
C -4.74 3.74 -1.48
C -3.92 2.64 -1.87
C -4.04 2.23 -3.22
C -4.97 2.87 -4.06
C -2.97 2.05 -0.93
Sn 0.30 -0.38 -0.07
P 3.41 -0.39 0.21
C -1.71 1.52 -1.18
C -0.59 2.34 -0.67
C 0.64 2.43 -1.32
C 1.66 3.32 -0.89
C 1.49 4.10 0.28
C 0.23 4.05 0.91
C -0.75 3.12 0.52
Br 2.85 4.92 1.17
H -3.21 2.35 0.09
H -1.56 0.77 -1.96
H -4.74 4.16 -0.48
H -3.48 1.38 -3.57
H -6.24 5.21 -2.14
H -5.08 2.54 -5.11
H 0.80 1.81 -2.19
H -1.58 2.92 1.19
H 2.55 3.41 -1.51
H -0.03 4.80 1.68
P -1.06 -2.52 0.19
C 4.01 1.34 0.47
C 5.44 1.78 0.16
H 3.81 1.55 1.54
H 3.30 1.92 -0.12
H 5.51 2.85 0.40
H 6.20 1.26 0.76
H 5.70 1.68 -0.90
C 3.16 -1.16 -1.42
C 4.24 -2.12 -1.93
H 3.01 -0.35 -2.16
H 2.22 -1.72 -1.34
H 3.95 -2.50 -2.91
H 5.21 -1.64 -2.04
H 4.36 -2.98 -1.26
C 3.14 -1.14 1.84
C 4.38 -1.26 2.72
H 2.71 -2.15 1.68
H 2.33 -0.52 2.28
H 4.29 -2.14 3.35
H 5.29 -1.38 2.12
H 4.54 -0.41 3.40
C -1.07 -3.58 1.63
C -1.98 -4.78 1.43
H -1.38 -2.96 2.48
H -0.04 -3.92 1.84
H -3.02 -4.51 1.20
H -1.63 -5.44 0.63
H -1.98 -5.39 2.35
C -0.18 -3.45 -1.10
C -0.11 -2.81 -2.50
H -0.73 -4.40 -1.15
H 0.83 -3.69 -0.72
H -1.12 -2.67 -2.92
H 0.41 -1.83 -2.52
H 0.45 -3.49 -3.16
C -2.73 -2.16 -0.31
C -3.67 -1.79 0.84
H -3.03 -3.09 -0.81
H -2.69 -1.37 -1.06
H -4.60 -1.39 0.42
H -3.94 -2.67 1.45
H -3.25 -1.02 1.51
C -0.70 0.48 4.81
C -0.22 -0.08 3.56
N 0.14 -0.43 2.51
H -1.72 0.85 4.68
H -0.06 1.31 5.13
H -0.71 -0.28 5.60
```

Frontier orbital gap (alpha / beta), eV: 5.679 / 5.678
Net charge: +2
HOMO energy (alpha / beta), Ha: -0.45913 / -0.45910

=====

Of them, <one> has the lowest stability.

=====

<one>
ORCA calculation (wB97M-V/def2-TZVPD) on 3 unconnected molecules or ions with the total composition C3H14NO2.

XYZ file:
```
20
C3H14NO2, DFT wB97M-V/def2-TZVPD
C 2.09 1.02 -0.07
C 0.71 1.30 -0.46
N -0.16 0.17 -0.15
C -1.78 0.55 -0.28
H 2.27 -0.09 -0.04
H 2.82 1.53 -0.65
H 2.19 1.38 0.98
H 0.30 2.13 0.11
H 0.45 1.43 -1.53
H -0.02 -0.13 0.77
H -0.20 -0.68 -0.84
H -2.17 0.19 0.69
H -2.10 0.02 -1.27
H -1.85 1.59 -0.69
H -0.57 -2.95 -1.38
H 0.23 -2.27 -2.49
O -0.40 -2.09 -1.79
H -0.13 -0.47 3.14
H -1.19 -1.42 3.29
O -0.50 -1.21 2.66
```

Frontier orbital gap, eV: 12.823
Net charge: +1
HOMO energy, Ha: -0.57823

=====

<two>
ORCA calculation (wB97M-V/def2-TZVPD) on 3 unconnected molecules or ions with the total composition C3H14NO2.

XYZ file:
```
20
C3H14NO2, DFT wB97M-V/def2-TZVPD
C 0.13 1.84 -0.06
C 0.97 0.96 0.82
N 0.59 -0.50 0.81
C 1.57 -1.43 1.45
H -0.90 1.92 0.26
H 0.59 2.83 -0.08
H 0.13 1.61 -1.12
H 2.02 1.02 0.57
H 0.89 1.30 1.85
H 0.41 -0.76 -0.17
H -0.35 -0.55 1.22
H 1.99 -2.07 0.68
H 1.03 -2.04 2.17
H 2.32 -0.84 1.97
H -3.18 -0.22 -1.21
H -3.58 -0.86 0.15
O -2.86 -0.45 -0.33
H 0.66 -0.62 -2.92
H -0.75 -0.26 -2.46
O 0.18 -0.20 -2.20
```

Frontier orbital gap, eV: 12.383
Net charge: +1
HOMO energy, Ha: -0.56301

=====

<three>
ORCA calculation (wB97M-V/def2-TZVPD) on 3 unconnected molecules or ions with the total composition C3H14NO2.

XYZ file:
```
20
C3H14NO2, DFT wB97M-V/def2-TZVPD
C -0.84 2.12 0.75
C 0.12 1.13 1.38
N 0.30 -0.08 0.58
C 0.94 -1.36 1.09
H -1.89 1.94 0.94
H -0.57 3.15 0.99
H -0.64 2.16 -0.33
H 1.09 1.64 1.55
H -0.24 0.84 2.38
H 0.86 0.19 -0.23
H -0.57 -0.46 0.19
H 0.18 -2.07 1.43
H 1.39 -1.11 2.06
H 1.58 -1.71 0.29
H -3.72 -2.64 -1.86
H -3.73 -2.32 -3.39
O -3.43 -2.03 -2.52
H 3.09 0.96 -1.54
H 3.86 0.28 -0.53
O 2.94 0.58 -0.66
```

Frontier orbital gap, eV: 11.106
Net charge: +1
HOMO energy, Ha: -0.51787

=====

Of them, <one> has the lowest stability.